21
Properties=species:S:1:pos:R:3 method="wB97M-V/def2-TZVPD" gap_ev=2.5 lumo_ev=2.40 energy_ev=-36144.9181 de_lowest_ev=0.0000 charge=-1 homo_ev=-0.11
C 2.921 -0.037 1.730
H 3.121 -1.110 -1.714
O -0.609 -0.028 -0.839
H 3.255 0.306 2.720
H -4.041 -0.171 -1.684
H -3.495 -0.440 0.012
H 2.900 0.809 1.029
H -2.864 -1.485 -1.316
H -2.685 1.284 0.839
H -2.803 2.642 -0.351
H 2.006 -2.036 -2.501
H 0.884 -0.335 3.214
H 3.598 -0.841 1.395
H 1.749 -0.408 -2.290
H -1.212 2.224 0.400
Ca 0.875 -1.195 0.111
N 2.117 -1.256 -1.844
H 1.536 0.000 3.429
C -2.173 1.833 0.041
S -1.877 0.720 -1.338
C -3.202 -0.477 -1.044